The following is a DFT calculation (ωB97M-V with the def2-TZVPD basis set) of C23H30AgN6S as an isolated structure.

Last column: Mulliken charge in e.
Positions of all 61 atoms, in Å:
Ag -0.021 0.148 -0.219  0.219
C 2.091 2.362 0.952  -1.367
N 2.255 1.064 0.305  0.869
C 2.973 1.230 -0.958  -1.199
C 3.013 -0.032 -1.791  0.531
C 4.060 -0.253 -2.677  -0.973
C 4.037 -1.385 -3.472  -0.392
C 2.978 -2.271 -3.345  -0.815
C 1.989 -1.976 -2.424  -0.327
N 1.997 -0.881 -1.663  0.489
C 2.919 0.094 1.182  -1.649
C 2.078 -1.035 1.775  0.804
C 2.647 -1.778 2.806  -1.004
C 1.958 -2.847 3.341  -0.429
C 0.703 -3.152 2.834  -0.797
C 0.207 -2.364 1.817  -0.625
N 0.873 -1.328 1.292  1.017
C 1.128 2.342 2.117  0.692
C 1.317 3.190 3.201  -0.944
C 0.368 3.213 4.207  -0.410
C -0.734 2.377 4.108  -0.742
C -0.829 1.552 3.002  -0.390
N 0.076 1.532 2.023  0.469
H 1.691 3.057 0.208  0.476
H 3.056 2.770 1.283  0.423
H 3.999 1.590 -0.797  0.388
H 2.454 1.999 -1.538  0.456
H 4.878 0.454 -2.738  0.439
H 4.838 -1.577 -4.174  0.422
H 2.923 -3.171 -3.940  0.410
H 1.151 -2.649 -2.281  0.438
H 3.400 0.614 2.018  0.539
H 3.728 -0.391 0.628  0.551
H 3.628 -1.505 3.177  0.458
H 2.392 -3.431 4.142  0.427
H 0.123 -3.978 3.220  0.441
H -0.773 -2.561 1.397  0.321
H 2.195 3.821 3.249  0.416
H 0.489 3.870 5.059  0.429
H -1.497 2.360 4.874  0.411
H -1.663 0.867 2.892  0.409
C -5.395 0.478 -2.358  -1.151
N -4.223 0.950 -1.626  0.071
C -4.322 2.330 -1.176  -1.039
C -3.021 0.341 -1.730  0.501
S -1.590 1.258 -1.722  -0.400
N -3.036 -1.004 -1.869  0.145
C -1.857 -1.721 -2.316  -1.238
C -4.023 -1.831 -1.179  -1.193
H -5.707 1.255 -3.059  0.402
H -6.224 0.268 -1.682  0.341
H -5.159 -0.413 -2.929  0.378
H -5.328 2.488 -0.788  0.350
H -4.145 3.032 -1.994  0.354
H -3.598 2.523 -0.391  0.341
H -1.298 -1.125 -3.032  0.471
H -2.178 -2.648 -2.792  0.427
H -1.187 -1.968 -1.483  0.234
H -4.653 -1.216 -0.543  0.410
H -3.496 -2.551 -0.549  0.385
H -4.653 -2.387 -1.874  0.330

Force components x, y, z for each atom (eV/Å):
-0.09 0.11 -0.13
-0.14 0.02 -0.02
0.17 -0.08 0.10
-0.10 -0.05 -0.05
-0.01 0.00 0.04
0.06 0.03 0.01
0.00 -0.02 -0.02
0.02 0.00 0.00
0.02 0.02 0.04
-0.03 -0.01 -0.12
-0.09 -0.07 0.02
-0.04 0.09 -0.08
0.07 0.06 0.01
-0.01 0.00 0.00
0.04 -0.03 0.06
-0.01 0.06 -0.04
0.09 -0.13 0.11
0.02 -0.04 0.00
0.09 0.01 0.00
-0.02 0.01 0.03
0.01 0.00 0.03
0.06 -0.05 -0.03
-0.10 0.14 0.03
0.01 -0.01 -0.02
0.02 0.00 0.03
0.03 -0.01 0.00
0.00 0.02 0.02
-0.02 -0.01 0.00
-0.01 0.00 0.00
-0.01 0.00 0.01
0.00 0.00 0.00
0.01 0.00 0.01
0.00 -0.01 -0.02
-0.02 -0.03 0.01
-0.02 -0.01 0.00
-0.01 0.01 -0.02
0.01 0.01 -0.01
-0.02 0.00 -0.01
-0.01 -0.01 0.00
0.00 -0.01 -0.01
-0.01 0.02 -0.01
-0.04 0.02 0.01
0.17 -0.01 -0.05
-0.03 0.09 -0.01
-0.22 0.04 0.04
0.00 -0.05 0.05
0.07 -0.05 0.05
0.06 -0.08 -0.07
0.01 0.01 -0.01
0.00 0.02 0.03
-0.01 -0.03 -0.01
0.02 -0.02 -0.01
0.00 -0.02 0.00
0.01 -0.01 0.00
0.01 -0.01 0.01
-0.02 0.02 0.01
-0.03 -0.01 0.00
-0.04 0.02 0.04
0.01 0.00 -0.01
0.02 0.01 0.01
0.01 0.01 -0.03

Properties
Total charge   +1
DFT total energy   -1767.9643 hartree
Highest occupied orbital energy   -10.73 eV
Gap between HOMO and LUMO   9.03 eV
Relative energy (zero: lowest compared OMol25 entry of this formula, charge and spin)   3.07 kcal per mole
Spin multiplicity   1